ORCA calculation (wB97M-V/def2-TZVPD) on a structure of composition C43H34N8Ti.

Structure (ORCA input):
```
! RIJCOSX wB97M-V def2-TZVPD def2/J DEFGRID3
* xyz 1 2
Ti -0.188 -0.412 -0.247
C -0.021 1.057 -3.183
N -0.879 1.152 -1.997
C -1.152 2.509 -1.510
C -0.794 2.631 -0.065
N -0.421 1.623 0.685
C -0.207 2.158 1.963
C 0.155 1.546 3.160
C 0.276 2.350 4.275
C 0.038 3.731 4.217
C -0.339 4.348 3.041
C -0.458 3.530 1.926
N -0.828 3.796 0.614
C 1.304 0.486 -2.812
N 1.496 -0.206 -1.719
C 2.774 -0.766 -1.844
C 3.461 -1.677 -1.044
C 4.714 -2.076 -1.461
C 5.287 -1.595 -2.647
C 4.606 -0.718 -3.467
C 3.342 -0.332 -3.043
N 2.378 0.478 -3.630
H 0.084 2.015 -3.699
H -0.478 0.354 -3.885
H -1.756 0.702 -2.216
H -2.210 2.756 -1.631
H -0.590 3.249 -2.086
H 0.332 0.481 3.220
H 0.563 1.907 5.219
H 0.145 4.323 5.116
H -0.536 5.411 2.998
H -1.084 4.692 0.234
H 3.022 -2.078 -0.142
H 5.269 -2.785 -0.862
H 6.274 -1.932 -2.932
H 5.033 -0.362 -4.395
H 2.427 0.908 -4.537
C 4.945 2.073 1.231
C 3.823 2.414 0.492
C 2.721 1.573 0.463
C 2.725 0.382 1.179
C 3.857 0.038 1.917
C 4.955 0.880 1.941
N 1.579 -0.494 1.127
N 1.611 -1.398 2.004
C 0.531 -2.267 1.984
C 0.514 -3.269 2.964
C -0.541 -4.150 2.987
C -1.554 -4.014 2.032
C -1.518 -3.010 1.080
C -0.471 -2.076 1.015
H 5.806 2.727 1.250
H 3.803 3.341 -0.066
H 1.858 1.850 -0.125
H 3.873 -0.893 2.463
H 5.829 0.599 2.515
H 1.329 -3.325 3.673
H -0.591 -4.939 3.724
H -2.383 -4.712 2.038
H -2.326 -2.962 0.359
C -0.526 -3.416 -3.634
C -1.864 -3.321 -3.999
C -2.705 -2.490 -3.284
C -2.201 -1.748 -2.209
C -0.848 -1.808 -1.825
C -0.036 -2.666 -2.572
C -3.090 -0.928 -1.357
C -4.444 -0.656 -1.692
C -5.213 0.086 -0.853
C -4.690 0.506 0.392
C -5.462 1.190 1.356
C -4.932 1.490 2.579
C -3.620 1.083 2.894
C -2.847 0.437 1.970
C -3.347 0.175 0.677
N -2.544 -0.439 -0.251
H 0.134 -4.082 -4.177
H -2.249 -3.907 -4.824
H -3.752 -2.449 -3.555
H 1.013 -2.774 -2.317
H -4.847 -1.022 -2.624
H -6.238 0.330 -1.107
H -6.487 1.448 1.117
H -5.527 2.005 3.322
H -3.226 1.268 3.886
H -1.866 0.067 2.228
*
```

The value obtained for the LUMO energy (alpha / beta) is -0.0990 / -0.1041 hartree. The expectation value of S² is 0.761. As for the HOMO-LUMO gap (alpha / beta): 6.5 / 7.5 eV. As for the calculated total energy: -2946.44792 Eh. For the molecular weight, the calculation gives 710.7 g/mol. The calculation puts the strongest force on any atom at 0.636 eV/A. The highest occupied orbital energy (alpha / beta) comes out at -9.20 / -10.35 eV.